No. 1
39
Properties=species:S:1:pos:R:3 method="wB97M-V/def2-TZVPD" homo_lumo_gap_ev=7.01 multiplicity=1 e_homo_ev=-6.689 lumo_ev=0.3183
H -0.286 3.187 1.555
N 0.066 1.920 -0.113
B 0.769 0.989 -2.391
N 0.643 2.155 -1.361
C 0.996 3.448 -1.471
Sr -1.012 -0.396 0.753
H 1.453 3.805 -2.382
C 0.665 4.092 -0.278
H 0.816 5.127 -0.036
C 0.092 3.097 0.544
H 1.267 1.378 -3.401
C -1.855 -2.423 1.891
H -2.154 -3.043 2.736
H -0.993 -2.881 1.389
H -2.725 -2.224 1.252
N -0.644 0.416 -2.617
N 1.645 -0.120 -1.732
N -1.403 -0.097 -1.550
N 1.255 -0.714 -0.534
C -1.335 0.324 -3.757
C 2.804 -0.659 -2.159
H -0.899 0.677 -4.682
H 3.246 -0.320 -3.081
C -2.570 -0.253 -3.495
C 3.206 -1.616 -1.225
C -2.579 -0.501 -2.112
C 2.215 -1.612 -0.224
H -3.349 -0.462 -4.195
H 4.089 -2.225 -1.267
H -3.369 -0.947 -1.506
H 2.162 -2.207 0.683
H -1.396 -1.114 2.695
C 0.310 -1.510 5.095
O -0.862 -0.702 4.774
C -1.087 -0.314 3.557
O -0.946 0.836 3.090
H 0.644 -1.175 6.073
H 1.108 -1.374 4.356
H 0.011 -2.562 5.127



No. 2
85
Properties=species:S:1:pos:R:3 method="wB97M-V/def2-TZVPD" homo_lumo_gap_ev=8.39 multiplicity=1 e_homo_ev=-12.403 lumo_ev=-4.0093 charge=+1
C 4.100 -2.552 -0.649
C 4.376 -2.012 -2.184
O 3.673 -2.385 -3.265
O 5.502 -1.053 -2.370
C 5.005 0.275 -2.767
C 5.941 1.395 -1.985
C 5.214 2.085 -0.687
C 3.868 2.957 -1.162
C 2.686 2.563 -0.097
C 1.187 3.105 -0.485
N 0.646 2.584 -1.825
C 0.102 1.301 -1.979
N -0.008 0.476 -0.723
C -0.246 -0.988 -0.964
C -0.828 -1.391 -2.440
I -2.143 -3.196 -2.372
C -1.478 -0.156 -3.299
B -2.862 0.480 -2.692
O -3.878 -0.204 -1.872
O -3.107 1.941 -2.959
N -0.373 0.919 -3.367
H 4.987 -3.280 -0.373
H 4.011 -1.676 0.136
H 3.079 -3.157 -0.595
H 3.842 0.416 -2.553
H 5.206 0.404 -3.920
H 6.243 2.245 -2.750
H 6.885 0.805 -1.565
H 5.976 2.785 -0.126
H 4.913 1.243 0.104
H 4.111 4.094 -1.032
H 3.494 2.647 -2.227
H 2.696 1.397 0.136
H 2.970 3.082 0.940
H 1.267 4.293 -0.568
H 0.373 2.919 0.367
H 0.729 3.267 -2.636
H -0.655 0.893 -0.009
H 0.734 -1.606 -0.783
H -1.056 -1.353 -0.167
H 0.115 -1.763 -3.072
H -1.703 -0.481 -4.423
H -3.377 -0.561 -1.060
H -3.531 2.259 -2.085
H 0.418 0.582 -3.979
C 1.786 0.786 3.268
C 2.516 1.187 4.541
C 3.845 1.898 4.273
C 4.897 1.059 3.537
C 5.279 -0.255 4.221
C 5.914 -0.053 5.590
H 2.367 0.072 2.676
H 0.832 0.310 3.515
H 1.577 1.662 2.645
H 2.671 0.305 5.170
H 1.870 1.863 5.114
H 4.257 2.242 5.229
H 3.652 2.805 3.686
H 5.799 1.670 3.409
H 4.541 0.836 2.524
H 5.994 -0.786 3.581
H 4.406 -0.909 4.315
H 6.820 0.557 5.512
H 6.194 -1.020 6.021
H 5.228 0.434 6.287
C -10.214 -1.960 -1.625
C -9.484 -1.560 -0.351
C -8.155 -0.848 -0.619
C -7.103 -1.687 -1.356
C -6.721 -3.001 -0.671
C -6.086 -2.799 0.697
H -9.633 -2.674 -2.216
H -11.168 -2.436 -1.377
H -10.423 -1.085 -2.247
H -9.329 -2.441 0.278
H -10.130 -0.883 0.221
H -7.743 -0.504 0.337
H -8.348 0.059 -1.206
H -6.201 -1.076 -1.483
H -7.459 -1.910 -2.368
H -6.006 -3.532 -1.311
H -7.594 -3.655 -0.577
H -5.180 -2.189 0.619
H -5.806 -3.766 1.129
H -6.772 -2.312 1.395



No. 3
94
Properties=species:S:1:pos:R:3 method="wB97M-V/def2-TZVPD" homo_lumo_gap_ev=9.10 multiplicity=1 e_homo_ev=-8.794 lumo_ev=0.3014
C -2.197 0.948 -0.895
C -2.361 1.183 -2.346
Br -3.567 2.546 -2.858
C -1.720 0.461 -3.246
Br -1.994 0.765 -5.092
O -0.891 -0.546 -2.799
C 0.173 -0.886 -3.604
O 0.000 -1.459 -4.653
O 1.443 -0.743 -3.154
C 1.845 0.193 -2.186
Cl 1.087 1.816 -2.367
C 1.828 -0.383 -0.728
C 0.870 -1.536 -0.515
Cl 1.580 0.863 0.528
H -2.393 1.840 -0.329
H -2.829 0.136 -0.572
H -1.189 0.649 -0.679
H 2.883 0.385 -2.368
H 2.823 -0.737 -0.534
H -0.092 -1.419 -0.982
H 0.683 -1.601 0.544
H 1.345 -2.464 -0.784
Cl 5.016 0.873 -5.329
C 4.623 2.552 -4.883
C 5.311 2.975 -3.612
Cl 4.668 2.104 -2.195
H 3.542 2.631 -4.793
H 4.949 3.188 -5.703
H 5.144 4.036 -3.436
H 6.382 2.799 -3.655
Cl -1.401 0.361 2.554
C -0.378 -0.371 3.818
C 0.280 0.656 4.702
Cl 1.510 1.612 3.828
H 0.358 -0.998 3.321
H -1.023 -1.005 4.420
H 0.790 0.152 5.522
H -0.444 1.346 5.123
Cl 5.799 -0.697 0.717
C 5.397 0.978 1.185
C 6.068 1.387 2.468
Cl 5.416 0.511 3.878
H 4.315 1.055 1.259
H 5.733 1.621 0.374
H 5.897 2.447 2.648
H 7.140 1.213 2.435
Cl -1.759 1.071 -8.606
C -3.308 0.218 -8.822
C -4.397 1.134 -9.314
Cl -4.869 2.332 -8.083
H -3.574 -0.239 -7.872
H -3.136 -0.574 -9.549
H -5.286 0.551 -9.550
H -4.089 1.672 -10.206
Cl -2.329 -3.289 -1.549
C -2.585 -3.345 -3.316
C -3.224 -4.636 -3.752
Cl -2.129 -6.030 -3.554
H -1.626 -3.190 -3.800
H -3.236 -2.510 -3.569
H -3.477 -4.580 -4.809
H -4.132 -4.844 -3.191
Cl -5.843 -8.391 -3.345
C -4.376 -9.175 -2.701
C -4.637 -9.896 -1.406
Cl -4.994 -8.773 -0.069
H -3.611 -8.412 -2.587
H -4.041 -9.884 -3.456
H -3.751 -10.460 -1.119
H -5.472 -10.586 -1.496
Cl 7.696 2.965 5.407
C 6.591 2.553 6.741
C 6.563 3.616 7.807
Cl 8.101 3.714 8.704
H 6.898 1.592 7.144
H 5.599 2.442 6.306
H 5.787 3.383 8.534
H 6.360 4.596 7.385
Cl -1.956 2.165 7.761
C -3.654 1.621 7.661
C -3.771 0.256 7.035
Cl -3.339 0.289 5.306
H -4.211 2.365 7.098
H -4.039 1.593 8.678
H -4.800 -0.093 7.102
H -3.129 -0.467 7.530
Cl -4.112 4.706 3.833
C -2.353 4.431 3.734
C -1.745 5.071 2.520
Cl -2.262 4.277 1.014
H -2.182 3.358 3.741
H -1.914 4.860 4.633
H -0.661 4.985 2.566
H -2.007 6.124 2.453



No. 4
113
Properties=species:S:1:pos:R:3 method="wB97M-V/def2-TZVPD" homo_lumo_gap_ev=7.66 multiplicity=1 e_homo_ev=-7.925 lumo_ev=-0.2636
In -6.321 20.238 3.383
C -9.086 20.946 4.854
Si -7.703 19.949 5.658
C -8.730 18.517 6.550
C -9.109 18.881 7.868
C -9.938 18.130 8.690
C -10.629 17.048 8.164
C -10.380 16.705 6.847
C -9.353 17.289 6.103
P -8.905 16.378 4.585
C -7.054 16.400 4.808
C -6.375 15.394 3.801
C -5.732 14.183 4.531
C -4.571 14.623 5.414
C -4.927 15.876 6.290
C -6.434 16.211 6.281
C -9.250 14.456 4.862
C -10.647 14.170 4.211
C -10.994 12.690 4.130
C -10.809 12.027 5.494
C -9.355 12.289 5.935
C -9.125 13.780 6.215
C -7.222 21.142 7.112
C -8.223 21.980 7.669
C -8.006 22.978 8.621
C -6.707 23.246 9.043
C -5.699 22.399 8.646
C -5.938 21.276 7.752
P -4.701 19.972 7.407
C -3.892 19.250 8.949
C -4.913 18.314 9.718
C -4.473 18.063 11.183
C -2.932 18.164 11.331
C -2.383 19.539 10.885
C -3.155 20.257 9.791
C -3.558 20.839 6.159
C -3.263 22.348 6.511
C -2.078 22.919 5.692
C -1.849 22.169 4.377
C -1.501 20.673 4.600
C -2.249 20.093 5.833
H -9.826 20.909 5.685
H -9.595 20.526 3.972
H -8.905 22.015 4.628
H -8.582 19.715 8.299
H -10.025 18.516 9.705
H -11.333 16.430 8.713
H -11.004 15.971 6.338
H -6.787 17.424 4.530
H -5.623 15.930 3.182
H -7.065 15.124 2.997
H -5.409 13.458 3.773
H -6.431 13.604 5.131
H -3.623 14.838 4.829
H -4.309 13.789 6.125
H -4.301 16.687 5.963
H -4.542 15.697 7.311
H -6.529 17.144 6.824
H -7.005 15.502 6.858
H -8.553 13.998 4.157
H -10.573 14.540 3.186
H -11.420 14.781 4.667
H -10.370 12.144 3.391
H -11.995 12.523 3.711
H -11.006 10.979 5.446
H -11.535 12.392 6.219
H -8.647 11.912 5.199
H -9.265 11.694 6.868
H -8.119 13.868 6.665
H -9.788 14.216 6.951
H -9.249 21.790 7.362
H -8.805 23.605 9.050
H -6.517 24.126 9.668
H -4.679 22.690 8.925
H -3.089 18.558 8.548
H -4.971 17.410 9.166
H -5.877 18.817 9.779
H -4.812 17.041 11.509
H -4.949 18.790 11.874
H -2.526 17.355 10.611
H -2.612 17.884 12.355
H -1.422 19.217 10.433
H -2.133 20.232 11.756
H -2.489 20.895 9.136
H -3.880 20.986 10.184
H -4.239 20.955 5.333
H -3.018 22.418 7.589
H -4.149 23.008 6.460
H -1.131 22.835 6.242
H -2.286 23.984 5.511
H -0.970 22.494 3.747
H -2.777 22.258 3.750
H -0.447 20.474 4.705
H -1.882 20.094 3.737
H -1.651 20.096 6.777
H -2.445 19.031 5.662
N -4.884 18.620 2.225
C -5.277 18.844 0.816
C -6.777 19.201 0.605
O -7.545 18.711 -0.230
O -7.259 19.925 1.638
H -3.870 18.624 2.399
H -5.264 17.724 2.551
H -4.984 18.037 0.139
H -4.759 19.786 0.487
F -6.764 22.455 0.692
C -6.869 23.100 1.857
F -7.711 22.344 2.671
F -7.557 24.197 1.598
S -5.287 23.163 2.673
O -4.417 23.935 1.807
O -5.532 23.649 4.038
O -4.946 21.659 2.622



No. 5
31
Properties=species:S:1:pos:R:3 method="wB97M-V/def2-TZVPD" homo_lumo_gap_ev=9.91 multiplicity=1 e_homo_ev=-9.285 lumo_ev=0.6239
C -1.644 1.084 1.436
N -1.677 -0.367 1.098
C -0.344 -1.015 1.291
C -0.001 -1.752 -0.063
C 0.744 -0.947 -1.141
C 1.961 -1.808 -1.638
C 1.319 0.414 -0.759
H -2.593 1.484 1.094
H -0.882 1.488 0.752
H -1.358 1.225 2.469
H -2.329 -0.907 1.648
H -0.383 -1.618 2.199
H 0.436 -0.252 1.448
H 0.547 -2.677 0.124
H -0.977 -2.173 -0.369
H 0.129 -0.813 -2.041
H 1.917 -2.765 -1.120
H 2.917 -1.352 -1.334
H 1.907 -1.915 -2.695
H 1.762 0.938 -1.657
H 2.127 0.312 -0.049
H 0.620 1.150 -0.393
O -0.898 3.410 -1.795
H -1.022 2.476 -1.547
H -0.707 3.915 -1.001
O 2.983 -0.470 2.765
H 2.729 0.456 2.607
H 2.156 -0.961 2.797
O -2.966 1.512 -1.318
H -3.647 1.259 -1.950
H -2.825 0.667 -0.856



No. 6
14
Properties=species:S:1:pos:R:3 method="wB97M-V/def2-TZVPD" homo_lumo_gap_ev=9.37 multiplicity=1 e_homo_ev=-8.904 lumo_ev=0.4644
O 2.046 1.344 -0.364
C 2.280 0.276 0.099
O 2.672 -0.785 -0.662
H 2.234 0.000 1.167
H 2.183 -1.582 -0.406
N -0.783 0.967 0.516
C -1.273 -0.353 0.360
N -2.081 -0.547 -0.859
H -1.400 1.670 0.884
H 0.154 1.327 0.511
H -1.900 -0.680 1.193
H -0.367 -0.967 0.360
H -1.547 -1.048 -1.553
H -2.218 0.376 -1.247



No. 7
33
Properties=species:S:1:pos:R:3 method="wB97M-V/def2-TZVPD" homo_lumo_gap_ev=11.01 multiplicity=1 e_homo_ev=-10.763 lumo_ev=0.2503
N 3.806 1.598 2.200
C 3.245 1.537 1.205
C 2.529 1.383 -0.057
C 1.279 0.489 0.114
C 1.613 -0.790 0.752
N 1.725 -1.832 1.214
C 0.592 0.229 -1.237
C -0.713 -0.579 -1.106
C -2.015 0.107 -1.524
F -1.841 0.993 -2.544
F -2.845 -0.871 -1.991
C -2.851 0.820 -0.404
F -4.147 0.816 -0.779
F -2.750 0.110 0.744
C -2.486 2.318 -0.124
F -1.163 2.537 -0.305
F -3.162 3.103 -0.979
C -2.828 2.775 1.326
F -2.848 4.106 1.368
F -1.888 2.339 2.170
F -4.012 2.318 1.712
H 3.200 0.968 -0.809
H 2.198 2.372 -0.381
H 0.583 1.008 0.774
H 1.292 -0.313 -1.874
H 0.421 1.188 -1.718
H -0.643 -1.446 -1.762
H -0.830 -0.985 -0.103
Cl 2.616 -5.725 -0.735
C 2.817 -5.148 0.928
Cl 4.411 -5.551 1.579
H 2.699 -4.072 0.935
H 2.064 -5.620 1.546



No. 8
13
Properties=species:S:1:pos:R:3 method="wB97M-V/def2-TZVPD" homo_lumo_gap_ev=5.39 multiplicity=1 e_homo_ev=-8.612 lumo_ev=-3.2217
C 0.401 0.802 -1.357
S 1.838 1.113 -0.395
S -1.517 0.199 0.675
C -0.096 0.662 1.545
H 0.771 0.948 -2.386
H 0.138 -0.251 -1.265
H -0.394 1.526 -1.137
H -0.374 0.742 2.617
H 0.821 0.048 1.533
H 0.214 1.715 1.335
H -0.913 -3.209 -0.560
H -0.674 -1.731 -0.197
O -0.215 -2.563 -0.408